Record 1
Entry from the Open Molecules 2025 dataset: one molecule with the formula C3H5N5O (the ωB97M-V functional and the def2-TZVPD basis).

Structure (ORCA input):
```
! wB97M-V def2-TZVPD RIJCOSX def2/J DEFGRID3
* xyz 0 1
N -0.9691 0.2342 0.3958
N 1.5071 1.4095 -0.0599
C 1.4315 0.0372 0.0846
H 2.2916 -1.6170 0.3990
N -0.2205 -1.7906 -0.3930
N -2.2608 -0.1453 0.1422
H -2.6780 -0.4574 1.0069
H -2.2781 -0.9077 -0.5464
N 2.4905 -0.6291 0.2990
O -0.8307 1.5929 -0.0987
H 0.4023 3.1180 -0.3528
C 0.0603 -0.6030 -0.0591
H 0.6381 -2.2916 -0.6472
C 0.4157 2.0500 -0.1704
*
```

Values from the calculation:
E_HOMO (eV): -9.8
SMILES string: [H]/N=c1/ncon(N)/c1=N/[H]
LUMO (eV): 0.2
ΔE to the lowest compared entry with this formula, charge and spin (kcal/mol): 54.7
Frontier orbital gap (eV): 9.9819
DFT total energy (eV): -12686.923

=====

Record 2
Entry from the Open Molecules 2025 dataset: a 7-piece molecular cluster, H13O7 overall in a non-equilibrium geometry (the ωB97M-V functional and the def2-TZVPD basis).

Structure (ORCA input):
```
! wB97M-V def2-TZVPD RIJCOSX def2/J DEFGRID3
* xyz -1 1
H -0.0121 2.3621 1.8649
H -1.0767 -1.8955 1.8198
H 2.1815 1.1820 -2.2381
H -2.3282 1.4384 -0.9992
H 0.8458 0.1458 0.7124
H -0.3360 -0.9256 -1.2820
H 0.5073 1.5507 0.7342
O 1.3989 -2.4792 0.3946
O -1.0594 -1.1350 -1.9267
O -1.7666 1.7498 -0.1953
O -1.6981 -1.2254 1.5594
H -0.9692 1.1529 -0.0976
O 0.3450 0.1209 0.0384
H 0.8706 -1.6873 -0.0478
H -1.1540 -0.4563 1.0341
O 2.6137 0.8933 -1.3495
H 1.1209 -2.5021 1.3397
H -1.9924 -1.3305 -1.7346
O 0.6479 2.4490 1.2315
H 1.8612 0.5921 -0.8583
*
```

Values from the calculation:
E_HOMO (eV): -6.8
LUMO (eV): 3.5
ΔE to the lowest compared entry with this formula, charge and spin (kcal/mol): 54.0
Frontier orbital gap (eV): 10.3302
DFT total energy (eV): -14543.982

=====

Record 3
Entry from the Open Molecules 2025 dataset: C17H27MnS4Te as an isolated structure (the ωB97M-V functional and the def2-TZVPD basis).

Structure (ORCA input):
```
! wB97M-V def2-TZVPD RIJCOSX def2/J DEFGRID3
* xyz 2 5
C 1.7394 -2.4938 -2.7502
S 0.1199 -2.2047 -3.5940
C 0.3066 -2.6175 2.1192
H 2.5906 -0.9254 -1.5077
H -2.2297 3.2702 -2.8822
H -0.5172 -2.8714 1.4496
C -0.1934 0.0377 4.7719
C -0.1732 1.1888 2.6316
H -1.3389 2.9465 -1.3996
C -0.3066 0.1024 6.2616
Te 0.2483 -0.1728 -0.0543
H -1.4924 -3.6343 -2.5349
H -3.5490 1.5231 -2.0933
C -0.2629 2.5112 1.9210
H 0.9912 2.3731 -1.2688
H -0.4270 2.1498 4.5128
H -0.4185 2.3993 0.8501
C -0.2756 1.2019 4.0090
S -0.1247 2.3168 -3.3818
C 1.3267 2.5881 -2.2804
C -0.0061 -1.1800 4.1145
C -1.2070 -2.5962 -2.3760
H 0.3560 -3.3812 2.8918
H 0.0531 -2.0878 4.7019
H -2.8466 -1.4983 -1.4907
H 3.2748 2.2801 -3.2239
H -2.2418 0.8302 -1.1166
C -2.4629 -1.6999 -2.4909
H -0.7594 -2.4921 -1.3900
Mn -0.0021 0.0521 -3.4448
H 3.0535 1.4211 -1.7046
C 2.5584 1.7191 -2.6288
H -0.2399 -0.8833 6.7156
C 2.6546 -1.2632 -2.5396
H 2.2372 -3.2444 -3.3590
H -1.2559 0.5556 6.5520
H 0.4857 0.7290 6.6750
H -3.2478 -2.2009 -3.0522
H 1.2316 -2.6604 1.5426
H -1.0845 3.0998 2.3281
H 3.6849 -1.5379 -2.7562
S 2.2498 0.1831 -3.6098
H 1.5977 3.6392 -2.3593
H 0.6533 3.0855 2.0728
C 0.0257 -0.0614 1.9868
C 0.1081 -1.2634 2.7418
H 1.5173 -2.9349 -1.7788
S -2.2602 -0.0727 -3.3422
C -2.4941 1.2547 -2.0854
C -1.6468 2.5194 -2.3536
*
```

Values from the calculation:
E_HOMO (alpha / beta) (eV): -13.8 / -14.0
LUMO (alpha / beta) (eV): -6.5 / -8.1
ΔE to the lowest compared entry with this formula, charge and spin (kcal/mol): 34.8
Frontier orbital gap (alpha / beta) (eV): 7.2091 / 5.8832
DFT total energy (eV): -100006.079

=====

Record 4
Entry from the Open Molecules 2025 dataset: one molecule with the formula C2H6NP in a non-equilibrium geometry (the ωB97M-V functional and the def2-TZVPD basis).

Structure (ORCA input):
```
! wB97M-V def2-TZVPD RIJCOSX def2/J DEFGRID3
* xyz 0 3
C 0.5278 -0.7765 0.3987
H -0.2817 1.4054 0.7835
P -1.0575 -1.6835 0.6215
C 0.3035 0.9583 0.0361
H -0.0696 0.7667 -0.9214
H 1.1858 -0.7111 1.2875
N -1.5959 -1.5311 -0.7799
H 0.7841 -1.2508 -0.5489
H 1.2876 1.5789 0.0799
H -2.4160 -2.0215 -1.1546
*
```

Values from the calculation:
E_HOMO (alpha / beta) (eV): -6.3 / -10.4
LUMO (alpha / beta) (eV): 1.4 / -2.1
ΔE to the lowest compared entry with this formula, charge and spin (kcal/mol): 0.0
Frontier orbital gap (alpha / beta) (eV): 7.6964 / 8.3096
DFT total energy (eV): -12945.746

=====

Record 5
Entry from the Open Molecules 2025 dataset: an isolated ion of composition C5H5ClN and charge +1 in a non-equilibrium geometry (the ωB97M-V functional and the def2-TZVPD basis).

Structure (ORCA input):
```
! wB97M-V def2-TZVPD RIJCOSX def2/J DEFGRID3
* xyz 1 1
C 0.6941 1.2824 0.8952
C -0.0735 -0.8773 0.2469
H 1.6283 -0.5849 1.5714
Cl 2.3715 -0.2778 -0.7568
H 0.2746 -1.9109 0.0605
C 1.2802 -0.2371 0.6104
N -0.3296 1.7499 0.4999
H -1.4039 -0.7546 -1.5800
H -0.6931 -1.0935 1.1136
C -1.2076 1.1106 -0.6214
C -0.8914 -0.1818 -0.7356
H -1.6496 1.7750 -1.3041
*
```

Values from the calculation:
E_HOMO (eV): -15.5
SMILES string: Cl[C@H]1C#[N+]C=CC1
LUMO (eV): -7.2
ΔE to the lowest compared entry with this formula, charge and spin (kcal/mol): 107.5
Frontier orbital gap (eV): 8.3760
DFT total energy (eV): -19267.248

=====

Record 6
Entry from the Open Molecules 2025 dataset: a 8-piece molecular cluster, ClH14O7 overall in a non-equilibrium geometry (the ωB97M-V functional and the def2-TZVPD basis).

Structure (ORCA input):
```
! wB97M-V def2-TZVPD RIJCOSX def2/J DEFGRID3
* xyz -1 1
O 1.7969 -1.6041 -2.2869
H 1.3875 2.0441 -0.7984
H 2.0617 1.0874 0.1432
H -2.1415 -1.2109 2.8597
Cl -0.3329 -0.3121 -0.0342
O -0.3908 0.6437 2.9946
H 0.7256 0.9675 -2.7997
O -0.4599 2.9069 -0.5197
H -2.2059 -1.1387 1.3300
H -0.4461 -2.8416 0.5438
H -0.3051 0.1043 2.1845
O 2.2156 1.5398 -0.6874
H 0.4881 -2.5405 1.6617
H 1.7737 -0.8827 -1.6150
O -0.2163 1.1397 -2.8653
O 0.1471 -3.3029 1.1704
H -0.6156 1.5180 2.6101
H 0.9041 -2.0088 -2.2140
H -0.8940 2.0700 -0.2283
H -0.5301 0.6389 -2.0681
O -2.6157 -1.5661 2.1046
H -0.3463 2.7481 -1.4857
*
```

Values from the calculation:
E_HOMO (eV): -6.8
LUMO (eV): 3.4
ΔE to the lowest compared entry with this formula, charge and spin (kcal/mol): 0.0
Frontier orbital gap (eV): 10.2096
DFT total energy (eV): -27086.541